{
  "formula": "C4H6INO",
  "method": "ωB97M-V/def2-TZVPD",
  "charge": 0,
  "e_lumo_ev": [0.3, -1.1],
  "multiplicity": 3,
  "relative_energy_ev": 0.219,
  "gap_ev": [8.2, 8.4],
  "symbols": ["C", "C", "C", "C", "N", "O", "I", "H", "H", "H", "H", "H", "H"],
  "positions_angstrom": [[-0.64664, 0.83505, -0.82154], [-0.15169, -0.62280, -0.85406], [-0.54827, 0.03416, 0.43794], [0.51432, 0.31532, 1.43133], [1.26067, -0.63071, -1.00013], [1.77503, -1.51761, -1.63973], [-2.46440, -0.73818, 1.17771], [0.14000, 1.60579, -0.87963], [-1.62195, 0.95413, -1.29283], [-0.69537, -1.50409, -1.43210], [1.37919, 0.14524, 0.81207], [0.45957, -0.28792, 2.41418], [0.59956, 1.41161, 1.64679]],
  "forces_ev_per_a": [[-0.1, -0.6, 0.1], [-1.0, -0.3, -1.0], [-2.3, -0.9, 0.0], [0.0, 0.8, 1.6], [0.1, -0.5, -0.4], [1.1, -0.9, -0.7], [0.7, 0.4, -0.1], [-0.7, -0.4, -0.4], [0.4, 0.5, 0.3], [1.1, 2.2, 1.5], [1.0, -0.4, 0.7], [0.3, 0.9, -1.9], [-0.5, -0.9, 0.2]]
}